[1]
A 10-piece molecular cluster, C27H77F3N6O14S overall in a non-equilibrium geometry. Source: the OMol25 dataset; level of theory: the ωB97M-V functional and the def2-TZVPD basis.

The geometry in XYZ format:
```
128
Properties=species:S:1:pos:R:3:forces:R:3
N 3.0893 2.4545 -1.5253 1.2 -0.1 -0.6
H 3.6487 2.8813 -0.8007 0.1 0.4 0.2
H 2.4123 3.0868 -1.9277 -0.5 1.5 0.1
H 2.5736 1.6691 -1.1547 -0.4 -1.2 0.5
H 3.6897 2.1530 -2.2794 0.4 -0.3 -0.1
C 0.4910 -0.6418 1.4621 1.8 0.6 -0.6
F -0.0950 0.4591 1.9251 0.5 0.6 -0.3
F 1.6522 -0.8675 2.1281 -0.4 0.7 -1.0
F -0.2787 -1.6175 1.7398 -1.7 -2.2 0.2
S 0.6953 -0.5563 -0.4697 1.7 -2.0 1.8
O 1.3329 -1.8385 -0.8639 -1.5 2.8 0.8
O -0.6821 -0.3731 -0.8760 -0.3 -0.2 -0.6
O 1.5296 0.6141 -0.6791 -0.3 -0.1 -0.1
C -1.3702 3.1197 3.2909 -1.0 -2.3 -0.3
C -1.6815 1.8554 4.1949 -1.6 1.6 -0.1
O -0.8767 1.8192 5.3554 0.4 -0.5 -0.5
O -2.3667 3.2486 2.2247 1.1 0.8 2.1
H -0.3662 2.8968 2.9297 0.1 0.7 -0.4
H -1.3923 3.9973 3.9371 0.0 0.1 -0.3
H -1.7048 0.8855 3.6979 1.0 0.1 -0.2
H -2.7361 1.9094 4.4650 -0.3 0.5 0.3
H -0.9338 2.6234 5.8767 -0.2 0.1 -0.1
H -2.1318 2.6925 1.4783 0.1 -0.5 -0.4
C 0.8261 -1.2402 5.3257 0.2 0.1 -0.3
C 0.5871 -2.7123 5.3642 -0.1 -0.6 0.6
O 1.0246 -3.2904 6.5881 0.5 -0.1 -0.2
O 0.0863 -0.5479 6.2782 -0.5 -0.1 0.7
H 0.5748 -0.8717 4.3311 0.2 0.0 -0.2
H 1.8840 -1.0792 5.5330 0.2 0.1 -0.2
H 1.1635 -3.1420 4.5449 0.0 -0.4 0.1
H -0.4636 -2.9923 5.2897 -0.3 0.3 -0.6
H 0.4972 -2.9016 7.2896 -0.1 0.1 0.1
H -0.4880 0.0587 5.8052 0.0 0.4 0.4
C 3.2749 -4.1534 -2.0020 -1.5 -0.4 -0.2
C 2.9057 -4.8844 -0.7185 0.1 -0.1 -0.3
O 2.5065 -4.0162 0.3377 0.6 -0.5 0.2
O 2.1475 -3.5585 -2.7016 0.7 -0.4 0.0
H 3.6050 -4.9290 -2.6930 0.5 0.2 0.0
H 4.0404 -3.4209 -1.7461 0.1 0.1 -0.3
H 3.8039 -5.4582 -0.4907 0.3 0.4 0.8
H 2.1917 -5.6980 -0.8471 -0.6 0.3 -0.4
H 1.9313 -3.3400 -0.0276 -0.1 -0.1 -0.1
H 1.7800 -2.8466 -2.1727 0.1 0.0 0.1
C 5.1037 -1.0985 2.4447 -2.6 1.1 1.3
C 4.9903 -0.4959 1.0618 3.1 0.4 0.1
C 6.3673 0.2582 0.8313 -1.4 0.4 0.9
O 6.4601 1.3033 1.8207 0.1 0.5 -0.9
C 7.6035 2.1305 1.5933 0.1 -0.4 0.2
N 4.9405 -1.6755 0.2290 0.3 1.0 -1.6
H 4.2190 -1.7289 2.5346 0.1 -0.5 0.2
H 4.9150 -0.3803 3.2427 0.8 0.1 0.2
H 5.9811 -1.7321 2.5746 0.1 0.4 0.0
H 4.2198 0.2165 0.7670 -0.4 -0.1 0.8
H 6.3902 0.7004 -0.1647 0.3 -0.1 -0.3
H 7.2062 -0.4106 1.0238 0.1 -0.3 -0.5
H 8.5196 1.5537 1.7203 0.1 -0.1 0.2
H 7.6293 2.9700 2.2880 -0.3 -0.3 0.2
H 7.6703 2.5547 0.5914 -0.4 -0.1 -0.3
H 4.0562 -2.1121 0.4465 0.1 -0.8 0.0
H 5.7170 -2.1689 0.6458 -0.3 -1.2 -0.6
C 0.8023 3.7676 -4.1804 -1.0 -1.1 -1.8
C 0.3505 4.4219 -2.9379 -0.2 0.3 -0.2
C -0.6147 3.5595 -2.1098 0.9 1.6 1.1
O -1.7945 3.2608 -2.7823 0.1 -1.2 -0.7
C -2.7582 4.2778 -2.9752 -0.9 0.4 0.9
N 1.5822 4.7551 -2.2402 -0.3 0.3 1.5
H -0.0273 3.4413 -4.8076 -0.3 0.5 -0.2
H 1.2344 2.7829 -4.0024 0.7 0.1 0.5
H 1.4690 4.3681 -4.7993 0.0 0.0 0.1
H -0.1655 5.3754 -3.0501 -0.3 -0.1 -1.0
H -0.8756 4.1332 -1.2204 0.0 0.2 0.4
H -0.0955 2.6913 -1.7040 -0.3 -0.6 -0.4
H -3.3521 4.4514 -2.0778 -0.1 -0.5 0.5
H -3.4628 3.9048 -3.7185 0.3 0.3 -0.3
H -2.4024 5.2946 -3.1417 0.6 -0.3 -0.8
H 1.2597 5.4963 -1.6348 0.7 0.1 1.0
H 2.2177 5.2434 -2.8549 0.0 0.0 -0.4
C -3.8582 -0.0849 1.2885 0.3 0.4 -0.1
C -3.8471 1.0074 0.1732 -2.1 -1.8 1.6
C -4.8663 2.1639 0.3522 0.9 0.0 0.6
O -6.2029 1.8616 0.1320 -0.1 -1.1 -0.4
C -7.0053 3.0025 0.2922 -0.4 0.0 -0.6
N -2.5183 1.5165 0.1064 0.9 0.6 -1.3
H -3.1779 -0.8857 0.9988 0.1 -0.1 -0.2
H -4.7977 -0.5925 1.5072 -0.2 0.5 -0.1
H -3.4223 0.3206 2.2015 -0.3 0.2 0.2
H -4.0730 0.4202 -0.7168 -0.5 0.2 -0.7
H -4.5863 2.9822 -0.3113 0.3 0.2 -0.4
H -4.7723 2.5649 1.3614 0.4 0.0 0.3
H -7.8941 2.8749 -0.3257 -0.1 -0.1 0.1
H -6.4740 3.8616 -0.1174 0.0 0.4 0.2
H -7.3175 3.1589 1.3248 0.2 0.1 0.1
H -2.4523 1.8095 -0.8579 0.2 1.3 -0.2
H -1.8567 0.7583 0.0198 0.0 -0.4 0.9
C -3.7177 -3.7599 2.6424 -0.9 0.3 -1.8
C -3.2072 -4.6813 1.4832 0.1 0.7 1.3
C -2.0273 -4.0660 0.7063 -0.4 0.1 -0.2
O -1.9290 -4.6748 -0.5560 -1.2 -1.7 0.6
C -1.0480 -4.1612 -1.4710 0.8 0.7 0.1
N -2.9165 -5.9385 2.1444 0.8 -0.7 0.2
H -2.9875 -3.4948 3.4070 0.2 0.0 -0.3
H -4.5613 -4.2636 3.1144 0.1 -0.2 0.2
H -4.1970 -2.8962 2.1816 0.3 0.6 0.3
H -4.0225 -4.9645 0.8174 0.0 0.8 -0.4
H -1.1101 -4.0522 1.2950 0.4 -0.9 0.1
H -2.1369 -2.9934 0.5467 -0.7 0.5 -0.1
H -1.2151 -4.5364 -2.4806 -0.4 -0.2 0.2
H -0.0147 -4.4092 -1.2280 0.2 0.1 0.1
H -1.1829 -3.0798 -1.4515 0.4 0.5 -0.4
H -3.6540 -5.9862 2.8328 -0.3 -0.8 0.0
H -2.1261 -5.7847 2.7540 0.6 -0.1 0.0
C -2.2651 1.1187 -5.1513 0.3 0.0 -1.1
C -1.8551 0.0095 -4.1521 -2.6 1.5 -2.0
C -0.3197 -0.0948 -4.0032 0.2 -0.8 -0.2
O 0.2043 -0.4324 -5.2743 0.8 0.5 1.7
C 1.6378 -0.2746 -5.1599 0.7 -0.2 -1.2
N -2.4955 0.3191 -2.9220 3.1 0.1 -0.4
H -2.3287 2.1409 -4.7785 0.2 -0.3 0.7
H -3.2288 0.9575 -5.6345 0.0 -0.5 0.2
H -1.5374 1.1822 -5.9603 0.0 -0.3 0.0
H -2.1681 -0.9575 -4.5460 0.1 -0.4 0.1
H -0.2021 -0.9045 -3.2831 0.6 0.0 0.1
H 0.0915 0.8508 -3.6500 0.0 0.1 0.2
H 1.9954 0.7532 -5.2207 -0.6 0.5 0.0
H 2.0856 -0.7627 -6.0255 -0.3 -0.1 0.0
H 2.1492 -0.6873 -4.2903 -0.8 -0.5 0.4
H -2.0002 -0.0794 -2.1372 -0.6 -1.5 1.2
H -2.3221 1.3077 -2.8085 -1.3 1.4 0.2
```
Forces are in eV/Å.

Summary:
E_HOMO (alpha / beta) = -0.38666 / -0.38665 hartree
orbital gap (alpha / beta) = 7.680 / 2.704 eV
⟨S²⟩ = 0.755
2S+1 = 2
net charge = +1
electronic energy = -85826.5543 eV

***

[2]
A 14-piece molecular cluster, C3H35NO13S2 overall in a non-equilibrium geometry. Source: the OMol25 dataset; level of theory: the ωB97M-V functional and the def2-TZVPD basis.

The geometry in XYZ format:
```
54
Properties=species:S:1:pos:R:3:forces:R:3
S 0.1003 4.5647 1.9329 -0.3 0.1 0.4
S 0.8717 2.7360 1.4800 0.1 -0.4 -0.4
C -0.3643 1.4481 1.9455 0.3 0.9 1.0
C -0.1263 0.2161 1.1140 -0.4 0.1 -1.4
C -0.4219 0.4221 -0.3770 -0.2 -2.1 0.3
N -0.5509 -0.9587 -0.9621 -0.3 0.5 0.0
H -0.9168 4.6826 1.0500 0.2 -0.2 -0.1
H -0.3057 1.2359 3.0140 0.3 0.0 -0.2
H -1.3420 1.9258 1.8290 0.0 -0.3 -0.5
H 0.8659 -0.2131 1.1146 0.5 0.2 0.7
H -0.7748 -0.5894 1.4432 0.0 0.1 0.1
H -1.3837 0.9181 -0.4764 0.3 0.3 -0.4
H 0.3972 0.8654 -0.9187 -0.1 0.8 0.4
H -0.3908 -0.8908 -1.9606 0.1 -0.1 0.0
H 0.1955 -1.5272 -0.5749 0.0 -0.2 -0.1
H 2.9079 -0.8635 2.4251 -0.1 0.6 0.0
H 3.4452 0.5090 1.7907 -0.5 0.0 0.6
O 3.4797 -0.4502 1.7616 0.5 -0.4 -0.3
H -4.1427 -1.6036 -0.9619 0.1 -0.1 -0.1
H -2.5983 -1.4984 -1.2080 0.2 0.1 0.4
O -3.2817 -1.8161 -0.5882 -0.3 -0.3 -0.3
H 4.1174 -0.3015 -0.1770 -0.4 -0.5 -0.3
H 3.2047 -1.0717 -1.1602 0.0 0.0 0.3
O 3.7573 -0.2827 -1.0817 0.3 0.2 0.3
H 2.8224 1.3122 -1.1435 -0.1 0.5 -1.2
H 3.1328 2.6912 -1.8386 0.0 0.0 0.0
O 2.5166 1.9547 -1.8471 0.1 -0.6 0.6
H 1.9419 0.5439 -3.3173 0.3 0.0 -0.3
H 1.5655 -0.3604 -4.5758 0.4 0.2 0.0
O 1.3225 -0.0998 -3.6854 -0.6 -0.3 0.3
H 0.0375 2.9892 -3.1745 -0.2 0.2 0.2
H 0.7859 2.1587 -2.1638 -0.7 0.4 0.2
O -0.1288 2.4859 -2.3652 0.7 0.4 -0.6
H -0.6850 -4.3864 -0.0820 0.1 0.0 0.0
H -1.6515 -3.2784 0.3323 0.1 0.1 -0.1
O -0.8701 -3.7649 0.6265 -0.2 0.0 0.2
H -2.1598 -0.7560 3.1866 0.3 0.3 0.0
H -1.5741 -0.9101 4.6363 -0.1 0.0 -0.1
O -1.3365 -0.7222 3.7231 -0.3 -0.2 0.4
H 0.2859 -2.9367 2.2927 0.1 -0.1 -0.2
H -0.0069 -1.6877 3.1325 0.6 -0.3 -0.2
O 0.7410 -2.2367 2.7786 -0.2 0.2 0.3
H -3.7538 2.3788 -0.6199 0.0 0.0 -0.2
H -2.3447 2.6422 -1.2059 0.0 0.0 0.0
O -2.8897 2.7475 -0.4146 0.1 0.0 0.1
H -2.8063 0.2059 1.0488 0.0 -0.1 -0.1
H -3.2991 -1.2418 1.2396 0.1 0.4 -0.4
O -3.1114 -0.4175 1.7153 -0.5 -0.1 0.7
H -0.7570 0.1447 -3.8440 -0.2 -0.2 -0.1
H -1.2574 1.4458 -3.4136 -0.4 -0.3 0.2
O -1.6085 0.5981 -3.7456 0.4 0.2 -0.1
H 3.4724 -3.2636 0.5677 0.0 -0.2 -0.3
H 2.3432 -2.5963 1.2554 -0.6 0.0 -0.1
O 2.5300 -3.0974 0.4477 0.4 0.2 0.3
```
Forces are in eV/Å.

Summary:
E_HOMO = -0.30850 hartree
energy relative to the best compared isomer or geometry (same formula, charge and spin) = 38.3 kJ/mol
orbital gap = 8.532 eV
net charge = 0
electronic energy = -53458.6515 eV

***

[3]
One molecule with the formula C8H12N4 in a non-equilibrium geometry. Source: the OMol25 dataset; level of theory: the ωB97M-V functional and the def2-TZVPD basis.

The geometry in XYZ format:
```
24
Properties=species:S:1:pos:R:3:forces:R:3
C -3.0710 0.9127 0.2074 0.5 -0.3 -0.6
C -3.5398 -0.3999 0.4685 0.6 -0.3 -0.7
N -2.7641 -1.4680 0.2297 0.2 0.8 0.7
N -1.4566 -1.3333 -0.1231 -2.4 0.5 0.3
C -0.9715 -0.1184 -0.3835 -1.3 0.8 -0.1
N 0.2830 -0.0993 -0.9010 0.5 -0.9 0.3
C 1.1421 1.0327 -0.7882 0.3 0.6 0.6
C 1.7342 1.0895 0.6445 1.1 0.4 -0.1
N 1.9506 -0.1856 1.2987 -1.5 -1.9 0.2
C 2.1970 -1.2348 0.3049 -0.5 0.6 -0.6
C 1.0618 -1.3409 -0.7583 0.6 -0.2 -0.7
C -1.7796 1.0769 -0.2716 -0.8 -1.9 1.3
H -3.7520 1.7632 0.2694 0.3 -0.2 0.3
H -4.5833 -0.5729 0.8096 1.0 -0.1 -0.3
H 0.6691 1.9796 -1.0404 -0.3 0.0 0.1
H 1.9261 0.9229 -1.5388 0.2 -0.1 0.1
H 2.7011 1.6123 0.5928 -0.1 0.0 -0.1
H 1.1574 1.6295 1.3694 -0.7 0.7 -0.1
H 1.0530 -0.4809 1.7448 1.0 0.6 -0.2
H 3.1033 -0.9707 -0.1903 0.8 0.3 -0.5
H 2.4067 -2.2162 0.6985 -0.2 -0.2 0.7
H 0.3670 -2.1554 -0.5480 0.4 0.2 -0.1
H 1.5507 -1.4939 -1.7350 -0.2 -0.3 0.2
H -1.3851 2.0509 -0.3601 0.4 0.8 -0.5
```
Forces are in eV/Å.

Summary:
E_HOMO = -0.29934 hartree
energy relative to the best compared isomer or geometry (same formula, charge and spin) = 227.4 kJ/mol
orbital gap = 8.669 eV
SMILES = c1cnnc(N2CCNCC2)c1
net charge = 0
electronic energy = -14449.1950 eV

***

[4]
A 2-piece molecular cluster, C5H11N2 overall in a non-equilibrium geometry. Source: the OMol25 dataset; level of theory: the ωB97M-V functional and the def2-TZVPD basis.

The geometry in XYZ format:
```
18
Properties=species:S:1:pos:R:3:forces:R:3
N 1.7835 -0.8270 -1.6359 -1.0 1.6 -0.9
C 0.9240 -0.0862 -2.3242 -0.5 -0.6 0.6
N -0.1915 0.4022 -1.8488 1.3 0.0 -0.4
H 1.6545 -0.9498 -0.6730 -0.3 -0.5 1.8
H 2.4050 -1.4126 -2.1165 1.1 -0.5 -0.5
H 1.1675 0.0892 -3.3521 -0.2 -0.3 -0.6
H -0.8653 0.7629 -2.5038 0.1 0.5 0.2
H -0.3514 0.5838 -0.8383 -0.8 -0.3 0.5
C -1.7235 1.4109 0.5563 -1.9 0.7 -1.4
C -0.7378 0.8039 1.2770 1.4 -2.8 1.1
C -0.6442 -0.5629 1.8344 -0.8 2.1 -1.7
C 0.4471 -1.0851 2.4695 1.2 -0.9 0.8
H -2.6954 0.9126 0.3848 0.5 0.4 0.1
H -1.6180 2.4437 0.1725 -0.1 -0.7 0.5
H 0.1687 1.3717 1.3638 0.6 0.3 0.4
H -1.4968 -1.2385 1.6348 0.3 0.4 0.2
H 0.4278 -2.1285 2.8521 0.0 0.9 -0.3
H 1.3459 -0.4905 2.7473 -0.8 -0.3 -0.3
```
Forces are in eV/Å.

Summary:
E_HOMO (alpha / beta) = -0.11960 / -0.24995 hartree
energy relative to the best compared isomer or geometry (same formula, charge and spin) = 164.5 kJ/mol
orbital gap (alpha / beta) = 2.932 / 6.479 eV
⟨S²⟩ = 0.768
2S+1 = 2
net charge = 0
electronic energy = -8339.0400 eV

***

[5]
One molecule with the formula C9H9NO2S2 in a non-equilibrium geometry. Source: the OMol25 dataset; level of theory: the ωB97M-V functional and the def2-TZVPD basis.

The geometry in XYZ format:
```
23
Properties=species:S:1:pos:R:3:forces:R:3
C -2.6190 1.1385 -0.3497 0.2 -0.8 0.9
C -2.5599 1.1044 1.0236 0.0 -0.3 -0.1
C -1.5303 0.8220 -1.1262 -0.1 1.2 0.4
C -1.3717 0.8244 1.6606 -0.5 -0.9 0.2
C -0.3041 0.5518 -0.5212 -0.7 0.5 -0.5
C -0.3203 0.4739 0.8787 1.8 0.0 -1.3
C 2.6000 2.1932 0.0668 1.0 0.1 1.1
C 2.1706 -0.5064 0.2325 -1.6 1.3 -2.3
C 2.5274 -1.9495 -0.1316 -1.9 1.1 -2.3
N 0.8490 0.4378 -1.2841 1.3 -2.0 2.3
O 3.1218 3.1922 -0.2982 0.4 0.8 -1.0
O 1.2881 -2.7422 -0.1090 1.9 0.8 -0.1
S 1.0820 -0.3260 1.5682 0.0 -0.3 1.4
S 3.4565 0.6533 -0.0246 0.9 -0.6 -0.4
H -3.6034 1.1975 -0.7190 -0.8 0.5 -1.0
H -3.5079 1.0249 1.4883 -0.6 0.5 1.0
H -1.6616 1.0747 -2.1507 0.5 -0.5 -1.0
H -1.2851 0.5209 2.6831 -0.3 0.4 0.7
H 1.8021 2.2219 0.7752 -1.4 -0.3 0.2
H 3.1574 -2.3320 0.6178 1.1 -0.7 0.8
H 3.0392 -1.8595 -1.1782 -0.8 -0.7 1.9
H 0.6641 -0.3109 -1.9518 0.2 0.2 -0.4
H 1.1156 -2.9438 -1.0239 -0.3 -0.2 -0.4
```
Forces are in eV/Å.

Summary:
E_HOMO (alpha / beta) = -0.29863 / -0.29864 hartree
energy relative to the best compared isomer or geometry (same formula, charge and spin) = 265.1 kJ/mol
orbital gap (alpha / beta) = 7.352 / 7.353 eV
net charge = 0
electronic energy = -36730.5968 eV

***

| no. | M (g/mol) |
| --- | --- |
| 1 | 799.00 |
| 2 | 357.44 |
| 3 | 164.21 |
| 4 | 99.16 |
| 5 | 227.31 |